No. 1
Below is a 2-piece molecular cluster, C3H9OS overall, with properties calculated with the ωB97M-V functional and the def2-TZVPD basis.

Properties
Energy relative to the best compared isomer or geometry (same formula, charge and spin): 61.1 kJ/mol
LUMO energy: 4.2 eV
HOMO energy: -2.82 eV
Charge: -1

Each line ends with the Mulliken charge.
Positions of all 14 atoms, in Å:
H (-0.862, -0.893, 2.145)  0.355
H (0.072, 0.484, 1.215)  -0.092
C (-2.109, 0.289, 0.850)  -1.091
C (-0.733, -0.318, 1.226)  0.006
H (-2.549, -0.336, 0.055)  0.242
H (2.041, 0.848, 0.851)  0.312
H (-2.805, 0.213, 1.680)  0.341
H (-1.923, 1.288, 0.484)  0.296
S (0.203, -0.242, -1.379)  -0.573
H (0.642, -1.770, 0.622)  0.268
O (2.410, 1.528, 0.294)  -0.649
H (-0.910, -2.010, -0.105)  0.346
H (1.859, 1.157, -0.457)  0.268
C (-0.175, -1.194, 0.129)  -1.029


No. 2
Below is C9H9NO4OsS5Sb as an isolated structure, with properties calculated with the ωB97M-V functional and the def2-TZVPD basis.

Properties
LUMO energy (spin up / spin down): 2.4 / 0.3 eV
HOMO energy (spin up / spin down): -5.78 / -5.75 eV
Multiplicity: 5
Charge: -1

Each line ends with the Mulliken charge.
Positions of all 30 atoms, in Å:
S (1.982, 0.715, 2.777)  -0.381
H (1.022, -1.989, 1.082)  0.525
H (3.000, 2.920, -1.233)  0.292
C (-3.447, -1.730, -0.196)  -1.417
C (0.727, -0.942, -0.775)  -0.678
H (0.148, -0.019, -2.629)  0.487
O (0.558, 3.423, -2.531)  -0.673
C (-1.054, -1.935, 0.505)  -0.395
N (2.356, 1.110, -0.435)  -0.581
H (-3.648, -2.761, 0.098)  0.364
Os (0.822, 1.395, 0.972)  1.318
S (-0.777, -1.470, 4.283)  -0.603
H (-1.376, -2.446, 1.403)  0.413
S (2.434, -0.457, -0.900)  1.399
C (2.294, 2.124, -1.490)  -0.437
C (0.917, 2.759, -1.591)  0.683
Sb (-0.084, 0.647, 4.111)  0.859
O (3.148, -1.187, 0.104)  -0.669
C (-1.531, -0.828, -1.566)  -0.822
S (-0.005, 2.117, 5.777)  -0.578
H (-4.036, -1.502, -1.085)  0.364
H (-2.250, -0.504, -2.309)  0.311
H (-3.797, -1.089, 0.615)  0.274
C (-0.191, -0.550, -1.749)  -0.245
C (0.300, -1.656, 0.350)  -0.260
S (-1.139, 1.609, 2.089)  -0.420
O (2.850, -0.529, -2.276)  -0.734
H (2.601, 1.718, -2.453)  0.312
O (0.155, 2.565, -0.515)  -0.653
C (-1.982, -1.507, -0.433)  0.944